The following is a DFT calculation (ωB97M-V/def2-TZVPD) of a single C5H7P molecule at a distorted geometry.

HOMO (alpha / beta) (eV): -8.115 / -8.116
Energy relative to the best compared isomer or geometry (same formula, charge and spin) (kcal per mole): 112.7
Frontier orbital gap (alpha / beta) (hartree): 0.2915 / 0.2915
SMILES: C=C=P(=C)C=C

Bonds (Å) are listed after each position.
Positions of all 13 atoms, in Å:
1 C 2.31779 1.07384 0.02523  C4 1.322, H7 1.021, H8 1.066
2 C -2.80504 0.94669 -0.05861  C5 1.337, H9 1.144, H10 1.088
3 C -0.07182 -1.90794 -0.00683  P6 1.612, H11 1.071, H12 1.050
4 C 1.75896 -0.12260 -0.03747  C1 1.322, P6 1.917, H13 1.066
5 C -1.98505 -0.03627 0.32699  C2 1.337, P6 1.875
6 P -0.14698 -0.29895 0.06352  C3 1.612, C4 1.917, C5 1.875
7 H 3.30293 1.34342 0.01753  C1 1.021
8 H 1.60484 1.86383 -0.03638  C1 1.066
9 H -2.51915 1.87795 -0.65927  C2 1.144
10 H -3.87989 1.04106 0.08102  C2 1.088
11 H 0.87505 -2.40795 0.03189  C3 1.071
12 H -0.93674 -2.49588 0.08931  C3 1.050
13 H 2.48510 -0.87720 0.16305  C4 1.066

=====

The following is a DFT calculation (ωB97M-V/def2-TZVPD) of 2 unconnected molecules or ions with the total composition C5H7P at a distorted geometry.

HOMO (alpha / beta) (eV): -9.435 / -9.433
Energy relative to the best compared isomer or geometry (same formula, charge and spin) (kcal per mole): 122.0
Frontier orbital gap (alpha / beta) (hartree): 0.2865 / 0.2864

Bonds (Å) are listed after each position.
Positions of all 13 atoms, in Å:
1 C 3.27939 -0.97514 0.18295  C2 1.173, H7 1.030
2 C 2.94840 0.03318 0.68229  C1 1.173
3 C -0.62799 0.60209 0.32691  C4 1.496, C5 1.492, P6 1.665
4 C -2.11728 0.60358 0.46565  C3 1.496, H8 1.072, H9 1.046, H10 1.056
5 C -0.16713 -0.28487 -0.78114  C3 1.492, H11 1.107, H12 1.144, H13 1.151
6 P 0.44977 1.21126 1.43959  C3 1.665
7 H 3.78700 -1.60887 -0.45032  C1 1.030
8 H -2.46078 0.10870 -0.42126  C4 1.072
9 H -2.31971 -0.00220 1.29403  C4 1.046
10 H -2.57875 1.55155 0.52744  C4 1.056
11 H -0.87740 -1.12207 -0.92062  C5 1.107
12 H 0.94504 -0.51452 -0.64265  C5 1.144
13 H -0.26057 0.39729 -1.70288  C5 1.151